1.
Computed, not measured: an isolated molecule of C4H7F at a distorted geometry, with ωB97M-V/def2-TZVPD.

Properties
Largest force on an atom (eV/A): 8.66
ΔE to the lowest compared entry with this formula, charge and spin (kJ/mol): 344.5
Total charge: 0
DFT total energy (eV): -6974.622
HOMO-LUMO gap (eV): 10.59
Structure (SMILES): C[C@@H]1C[C@@H]1F
Multiplicity: 1

Cartesian coordinates (Å):
F (-0.65, 1.49, -0.26)
C (-0.82, -0.89, -0.57)
C (0.11, -0.45, 0.45)
C (-1.09, 0.38, 0.37)
C (1.31, 0.20, -0.15)
H (1.26, 1.19, -0.76)
H (2.25, -0.17, -0.53)
H (0.44, -0.77, 1.48)
H (1.61, 0.74, 0.77)
H (-0.85, -0.71, -1.66)
H (-1.55, -1.40, -0.28)
H (-2.04, 0.39, 1.14)

=====

2.
Computed, not measured: a cluster of 6 separate species, C12H35N2O9 in total at a distorted geometry, with ωB97M-V/def2-TZVPD.

Properties
Largest force on an atom (eV/A): 5.97
ΔE to the lowest compared entry with this formula, charge and spin (kJ/mol): 186.5
Total charge: +1
DFT total energy (eV): -34410.176
HOMO-LUMO gap (eV): 9.23
Multiplicity: 1

Cartesian coordinates (Å):
O (-1.12, 2.17, 3.45)
O (-2.46, -0.95, -1.96)
O (-0.85, 2.45, 0.33)
O (-0.75, -2.31, 0.33)
O (3.66, 1.54, -1.48)
O (0.48, 0.12, 0.59)
O (2.26, -1.17, -2.29)
O (1.15, -1.54, 2.59)
O (-3.67, -2.38, 0.26)
N (0.15, 0.03, -2.07)
N (3.19, 0.58, 0.73)
C (3.25, 1.77, -0.31)
C (-1.71, 3.20, 2.58)
C (1.03, -1.14, -2.43)
C (0.29, 1.27, -2.98)
C (-3.71, -0.65, -1.40)
C (2.80, 3.15, 0.10)
C (-0.01, -3.26, 1.23)
C (-1.99, 2.77, 1.14)
C (0.34, -2.35, -2.98)
C (4.34, -0.36, 0.48)
C (0.35, -2.69, 2.64)
C (-3.82, -0.97, 0.09)
H (2.28, 0.14, 0.73)
H (4.28, -0.66, -0.57)
H (1.28, 1.69, -2.86)
H (-0.41, 1.97, -2.52)
H (-0.39, 0.20, 1.01)
H (-2.54, -1.82, -2.36)
H (-0.55, -4.18, 1.44)
H (2.75, 3.83, -0.76)
H (5.23, 0.24, 0.63)
H (-2.72, -2.49, 0.18)
H (0.04, 1.16, -4.03)
H (3.35, 3.44, 1.00)
H (4.36, -1.18, 1.21)
H (-0.30, -1.46, 0.33)
H (-0.16, -2.22, -3.94)
H (-2.51, 3.56, 0.60)
H (-2.59, 3.57, 3.11)
H (-1.05, 4.07, 2.50)
H (-1.78, 1.50, 3.65)
H (-2.49, 1.80, 1.22)
H (3.28, 0.96, 1.66)
H (0.84, -3.59, 0.64)
H (0.33, 0.23, -1.10)
H (0.73, -3.46, 3.31)
H (-4.73, -0.63, 0.59)
H (-0.77, -0.37, -2.03)
H (1.74, 3.05, 0.33)
H (-2.97, -0.52, 0.61)
H (-0.58, -2.28, 3.06)
H (-0.31, -2.70, -2.18)
H (-3.78, 0.42, -1.56)
H (-4.50, -1.22, -1.89)
H (-0.45, 1.63, 0.62)
H (0.83, -0.84, 2.00)
H (1.07, -3.12, -3.23)

=====

3.
Computed, not measured: a cluster of 2 separate species, C8H6NO3S3 in total at a distorted geometry, with ωB97M-V/def2-TZVPD.

Properties
Largest force on an atom (eV/A): 3.76
ΔE to the lowest compared entry with this formula, charge and spin (kJ/mol): 0.0
Total charge: -1
DFT total energy (eV): -48529.542
HOMO-LUMO gap (alpha / beta) (eV): 6.60 / 6.61
Multiplicity: 1

Cartesian coordinates (Å):
S (4.30, -1.79, 0.21)
S (0.90, 2.02, 0.14)
S (2.50, -1.58, -0.58)
O (1.71, 0.98, 0.77)
O (-0.57, 1.84, 0.23)
O (1.34, 3.37, 0.55)
N (-0.58, -1.15, -0.82)
C (-2.13, -0.56, 1.43)
C (1.51, 1.90, -2.76)
C (-2.70, -0.57, 0.15)
C (-1.90, -0.82, -0.95)
C (1.30, 1.91, -1.58)
C (-0.07, -1.11, 0.42)
C (1.36, -1.32, 0.63)
C (-0.83, -0.92, 1.51)
H (1.54, 1.54, -3.70)
H (-0.31, -0.75, 2.46)
H (-2.36, -0.51, -1.97)
H (-3.78, -0.53, 0.01)
H (1.57, -1.49, 1.65)
H (-2.78, -0.45, 2.23)

=====

4.
Computed, not measured: a structure of composition C2H2I2P at a distorted geometry, with ωB97M-V/def2-TZVPD.

Properties
Largest force on an atom (eV/A): 1.25
ΔE to the lowest compared entry with this formula, charge and spin (kJ/mol): 97.2
Total charge: +1
DFT total energy (eV): -27586.522
HOMO-LUMO gap (eV): 7.49
Multiplicity: 1

Cartesian coordinates (Å):
I (3.18, 1.85, -0.27)
I (3.16, -1.85, 0.12)
P (2.25, 0.13, 1.08)
C (-0.01, 0.57, -0.27)
C (-0.14, -0.60, -0.08)
H (-0.35, -1.62, -0.22)
H (0.07, 1.62, -0.21)

=====

5.
Computed, not measured: an isolated molecule of C26H33N3O4, with ωB97M-V/def2-TZVPD.

Properties
Largest force on an atom (eV/A): 0.52
ΔE to the lowest compared entry with this formula, charge and spin (kJ/mol): 64.3
Total charge: 0
DFT total energy (eV): -40159.167
HOMO-LUMO gap (eV): 8.81
Structure (SMILES): Cc1cccc(C(=O)Nc2ccc(N3CCC(CCN4CCOCC4)CC3)c(C(=O)O)c2)c1
Multiplicity: 1

Cartesian coordinates (Å):
O (0.79, 2.28, -0.40)
O (-0.88, 2.98, 0.88)
O (10.32, 0.23, 0.46)
O (-5.17, 1.86, 0.18)
N (7.57, -0.48, 0.26)
N (0.99, -0.36, -0.55)
N (-4.62, -0.33, -0.21)
C (-0.43, -0.35, -0.48)
C (3.84, -0.82, -0.40)
C (1.62, -1.26, -1.49)
C (-8.65, -1.33, 0.65)
C (9.51, 0.72, -0.58)
C (-2.48, 0.83, 0.03)
C (-3.23, -0.29, -0.30)
C (-5.50, 0.70, 0.03)
C (6.16, -0.48, 0.61)
C (3.10, 0.03, 0.62)
C (-9.22, 0.79, -0.35)
C (-1.19, -1.47, -0.82)
C (8.40, -0.96, 1.35)
C (3.06, -0.80, -1.72)
C (-2.57, -1.43, -0.74)
C (-7.89, 1.15, -0.38)
C (5.28, -0.34, -0.63)
C (9.86, -1.03, 0.88)
C (-7.31, -0.97, 0.60)
C (-1.09, 0.82, -0.08)
C (-9.60, -0.44, 0.15)
C (-6.92, 0.26, 0.08)
C (8.05, 0.83, -0.15)
C (1.65, -0.42, 0.75)
C (-0.39, 2.11, 0.20)
C (-9.08, -2.64, 1.22)
H (7.96, 1.56, 0.67)
H (9.93, -1.75, 0.05)
H (-5.03, -1.23, -0.41)
H (-8.22, -3.26, 1.48)
H (1.06, -1.23, -2.43)
H (5.93, 0.30, 1.34)
H (3.58, -0.05, 1.60)
H (-2.96, 1.74, 0.36)
H (-6.58, -1.65, 1.01)
H (7.45, 1.18, -1.00)
H (-9.97, 1.48, -0.72)
H (10.51, -1.34, 1.69)
H (-0.71, -2.37, -1.14)
H (5.95, -1.45, 1.08)
H (8.07, -1.96, 1.64)
H (3.13, 1.08, 0.32)
H (3.53, -1.45, -2.45)
H (-3.14, -2.31, -1.00)
H (8.34, -0.30, 2.23)
H (3.88, -1.86, -0.04)
H (5.73, -0.93, -1.43)
H (-7.57, 2.11, -0.76)
H (9.91, 1.71, -0.84)
H (5.25, 0.70, -0.95)
H (-10.65, -0.71, 0.18)
H (1.12, 0.23, 1.46)
H (1.62, -1.45, 1.15)
H (1.09, 1.43, -0.80)
H (-9.67, -2.48, 2.12)
H (3.05, 0.21, -2.12)
H (1.63, -2.30, -1.12)
H (9.58, 0.06, -1.46)
H (-9.70, -3.19, 0.51)

=====

6.
Computed, not measured: a cluster of 2 separate species, C3H11O in total at a distorted geometry, with ωB97M-V/def2-TZVPD.

Properties
Largest force on an atom (eV/A): 1.30
ΔE to the lowest compared entry with this formula, charge and spin (kJ/mol): 34.0
Total charge: +1
DFT total energy (eV): -5328.081
HOMO-LUMO gap (eV): 9.50
Multiplicity: 1

Cartesian coordinates (Å):
O (-1.93, -0.11, 2.55)
C (0.15, -0.12, 0.01)
C (1.45, 0.68, -2.00)
C (0.79, -0.52, -1.32)
H (-0.11, 0.95, -0.02)
H (0.80, -0.34, 0.87)
H (-2.33, 0.65, 3.02)
H (0.08, -0.96, -2.00)
H (2.00, 1.26, -1.28)
H (1.60, -1.24, -1.15)
H (-1.58, 0.23, 1.69)
H (2.04, 0.40, -2.86)
H (0.66, 1.39, -2.30)
H (-1.39, -0.74, 3.08)
H (-0.82, -0.61, 0.20)

=====

7.
Computed, not measured: a cluster of 3 separate species, C4H11NP in total at a distorted geometry, with ωB97M-V/def2-TZVPD.

Properties
Largest force on an atom (eV/A): 3.55
ΔE to the lowest compared entry with this formula, charge and spin (kJ/mol): 499.1
Total charge: +1
DFT total energy (eV): -15093.166
HOMO-LUMO gap (alpha / beta) (eV): 6.59 / 7.07
Multiplicity: 1

Cartesian coordinates (Å):
P (0.89, 1.63, -0.01)
N (-1.89, 1.07, -0.25)
C (1.51, -0.72, -0.82)
C (-0.53, 0.43, 0.02)
C (-0.13, -0.59, -0.96)
C (2.07, 0.55, -0.32)
H (-0.24, -0.34, -1.96)
H (-2.10, 1.02, -1.20)
H (1.28, 2.47, 1.04)
H (-2.08, -1.61, 0.98)
H (-0.58, -1.49, -0.54)
H (1.64, -1.34, 0.12)
H (-1.92, 2.08, 0.12)
H (3.11, 0.72, -0.48)
H (-2.56, 0.52, 0.25)
H (-2.52, -1.63, 0.23)
H (2.00, -1.20, -1.68)

=====

8.
Computed, not measured: a cluster of 3 separate species, C4H12O3 in total at a distorted geometry, with ωB97M-V/def2-TZVPD.

Properties
Largest force on an atom (eV/A): 2.08
ΔE to the lowest compared entry with this formula, charge and spin (kJ/mol): 94.9
Total charge: 0
DFT total energy (eV): -10484.156
HOMO-LUMO gap (eV): 9.28
Structure (SMILES): C/C=C(/C)O.O.O
Multiplicity: 1

Cartesian coordinates (Å):
O (-0.40, 0.35, 0.20)
O (-0.83, 0.53, 3.14)
O (-4.11, -1.60, -1.13)
C (0.92, 0.65, -0.16)
C (1.26, 2.10, 0.02)
C (1.54, -0.21, -0.95)
C (1.13, -1.61, -1.28)
H (-3.29, -1.11, -1.05)
H (0.22, -1.54, -1.88)
H (0.11, 0.72, 3.33)
H (0.86, 2.71, -0.80)
H (2.33, 2.20, 0.08)
H (0.71, 2.44, 0.89)
H (-0.38, 0.17, 1.15)
H (-1.32, 0.85, 3.87)
H (-3.96, -2.21, -1.86)
H (0.82, -2.22, -0.42)
H (2.54, 0.02, -1.34)
H (1.85, -2.23, -1.82)